12
Properties=species:S:1:pos:R:3:forces:R:3 method="wB97M-V/def2-TZVPD" orbital_gap_ev=11.5 smiles="O=COC1CC1" e_tot_ev=-8338.59157 e_above_lowest_kcal_mol=43.1
O -1.8544 0.4201 2.1086 0.22 -0.22 -1.12
C -1.8298 0.3400 0.9163 0.29 -0.25 -0.10
O -1.2244 -0.6209 0.1312 0.06 -0.01 0.22
C 0.1801 -0.6213 0.1897 0.44 -0.13 0.26
C 0.9396 0.6210 -0.1747 0.04 0.18 0.13
C 0.9678 -0.5815 -1.0811 -0.02 -0.17 -0.07
H -2.2500 0.9972 0.1603 -0.88 0.78 0.46
H 0.5596 -1.2249 1.0023 0.12 0.02 0.02
H 0.3874 1.4866 -0.5323 0.04 -0.19 0.12
H 1.8143 0.8554 0.4229 -0.11 0.00 -0.13
H 0.4292 -0.5019 -2.0209 0.01 -0.05 0.22
H 1.8807 -1.1698 -1.1222 -0.22 0.05 0.00